Below is a cluster of 14 separate species, C46H124N4O14 in total, with properties calculated with ωB97M-V/def2-TZVPD.

```
188
C46H124N4O14 ωB97M-V/def2-TZVPD
C -2.643 -0.501 -4.567
C -1.120 -0.486 -4.733
C -0.515 0.896 -4.801
O -0.207 1.290 -3.490
C -0.481 2.554 -3.064
N -0.449 -1.402 -3.774
H -3.148 0.049 -5.363
H -2.860 0.032 -3.634
H -2.996 -1.530 -4.463
H -0.974 -0.895 -5.741
H -1.149 1.595 -5.329
H 0.475 0.775 -5.311
H -1.320 3.014 -3.614
H 0.390 3.245 -3.050
H -0.762 2.516 -2.002
H -0.432 -1.070 -2.809
H 0.537 -1.641 -3.990
C 8.532 2.255 -1.371
C 7.280 3.096 -1.570
C 6.314 2.563 -2.614
O 5.449 3.647 -2.922
C 4.295 3.148 -3.590
N 6.606 3.310 -0.251
H 9.110 2.324 -2.259
H 8.384 1.219 -1.147
H 9.105 2.719 -0.599
H 7.552 4.123 -1.935
H 5.754 1.708 -2.161
H 6.864 2.203 -3.508
H 4.683 2.460 -4.379
H 3.743 4.024 -4.037
H 3.700 2.528 -2.866
H 5.858 3.999 -0.401
H 7.245 3.849 0.348
C -8.842 -2.487 0.377
C -8.919 -1.351 -0.678
C -7.968 -1.648 -1.817
O -6.603 -1.541 -1.558
C -5.782 -1.939 -2.587
N -10.261 -1.265 -1.281
H -7.796 -2.768 0.656
H -9.419 -3.334 -0.028
H -9.427 -2.140 1.213
H -8.668 -0.435 -0.161
H -8.214 -1.015 -2.638
H -8.202 -2.667 -1.999
H -5.877 -1.430 -3.552
H -5.977 -2.930 -2.873
H -4.796 -1.901 -2.138
H -10.985 -0.972 -0.647
H -10.261 -0.607 -2.033
C -2.185 -0.424 -0.617
C -1.052 -0.613 0.449
C 0.322 -0.106 -0.038
O 0.785 -0.899 -1.107
C 2.035 -0.324 -1.576
N -1.370 0.040 1.702
H -3.146 -0.822 -0.243
H -1.954 -1.048 -1.454
H -2.302 0.633 -0.819
H -0.853 -1.682 0.638
H 1.044 -0.093 0.767
H 0.143 0.890 -0.359
H 2.840 -0.289 -0.847
H 1.871 0.743 -1.885
H 2.348 -0.862 -2.449
H -1.365 1.017 1.447
H -2.314 -0.192 2.002
C 3.219 4.814 1.171
C 2.263 4.554 0.051
C 2.113 3.087 -0.260
O 1.001 4.970 0.540
H 2.825 4.425 2.107
H 3.404 5.874 1.246
H 4.104 4.142 1.060
H 2.596 5.151 -0.825
H 1.572 2.893 -1.190
H 1.576 2.608 0.619
H 3.037 2.506 -0.299
H 0.749 5.846 0.261
C -7.774 1.688 2.392
C -6.842 2.089 1.251
C -5.759 1.102 0.953
O -7.721 2.219 0.104
H -7.179 1.662 3.298
H -8.167 0.683 2.174
H -8.515 2.409 2.648
H -6.374 3.065 1.463
H -4.960 1.520 0.304
H -6.165 0.183 0.496
H -5.245 0.797 1.889
H -7.246 1.770 -0.601
C -4.456 1.253 5.072
C -3.267 0.527 4.627
C -2.477 -0.001 5.889
O -3.572 -0.546 3.774
H -5.099 1.577 4.246
H -4.177 2.080 5.737
H -5.086 0.593 5.674
H -2.701 1.241 3.971
H -1.862 -0.897 5.553
H -3.269 -0.335 6.563
H -1.734 0.639 6.407
H -3.866 -1.301 4.228
C 1.713 -3.904 2.942
C 0.459 -3.111 2.681
C -0.846 -3.817 3.045
O 0.532 -1.854 3.210
H 2.633 -3.410 2.659
H 1.614 -4.833 2.355
H 1.786 -4.272 3.970
H 0.436 -3.010 1.583
H -0.915 -4.053 4.099
H -1.046 -4.708 2.478
H -1.685 -3.100 2.840
H -0.278 -1.322 2.928
C 5.369 -1.040 -4.356
C 4.340 -0.800 -5.459
C 4.678 -1.562 -6.714
O 3.115 -1.284 -5.014
H 6.403 -0.817 -4.726
H 5.323 -2.069 -4.035
H 5.214 -0.434 -3.499
H 4.313 0.258 -5.794
H 3.912 -1.447 -7.506
H 4.763 -2.640 -6.484
H 5.633 -1.299 -7.180
H 2.396 -0.817 -5.493
C -1.822 3.867 2.447
C -2.146 3.462 1.009
C -2.808 4.573 0.211
O -1.004 2.945 0.310
H -1.182 4.752 2.576
H -1.309 3.026 2.917
H -2.745 4.087 2.959
H -2.872 2.643 1.111
H -2.741 4.256 -0.882
H -2.309 5.493 0.341
H -3.894 4.662 0.467
H -0.372 3.676 0.299
C 0.522 2.371 5.545
C 0.607 1.192 4.625
C 1.583 1.392 3.554
O 0.982 0.022 5.375
H 1.523 2.642 5.911
H -0.068 2.148 6.397
H 0.088 3.278 5.090
H -0.421 1.000 4.184
H 2.618 1.550 3.929
H 1.338 2.233 2.899
H 1.572 0.492 2.945
H 0.852 -0.742 4.809
C 4.490 -0.815 2.952
C 4.854 0.562 2.439
C 5.451 1.436 3.521
O 5.680 0.443 1.295
H 3.526 -0.746 3.457
H 5.224 -1.167 3.610
H 4.302 -1.522 2.114
H 3.854 0.903 2.190
H 5.571 2.438 3.110
H 6.395 1.009 3.807
H 4.829 1.465 4.428
H 5.967 1.351 1.024
C 5.875 -4.696 1.155
C 5.009 -5.033 -0.025
C 4.169 -3.916 -0.558
O 5.892 -5.509 -1.032
H 6.649 -5.431 1.344
H 5.281 -4.743 2.036
H 6.319 -3.717 1.107
H 4.366 -5.903 0.224
H 3.466 -4.122 -1.407
H 4.814 -3.053 -0.785
H 3.448 -3.614 0.231
H 5.393 -5.852 -1.787
C -2.762 -5.731 -1.981
C -2.104 -4.396 -1.950
C -0.634 -4.591 -1.487
O -2.141 -3.969 -3.388
H -2.297 -6.370 -2.721
H -3.849 -5.757 -2.141
H -2.549 -6.078 -0.996
H -2.665 -3.629 -1.400
H -0.541 -4.559 -0.384
H -0.034 -3.711 -1.811
H -0.149 -5.534 -1.783
H -1.572 -3.161 -3.427
```

frontier orbital gap = 9.37 eV
net charge = 0
energy relative to the best compared isomer or geometry (same formula, charge and spin) = 38.83 kcal per mole
LUMO energy = 0.008 Ha

These are the Löwdin partial charges, in e, on atoms 1 to 5: -0.0526 -0.4053 -0.1893 -0.1920 -0.1344